(1)
ORCA calculation (the ωB97M-V functional and the def2-TZVPD basis) on an isolated molecule of C8H11NO2.

```
22
C8H11NO2 the ωB97M-V functional and the def2-TZVPD basis
C -1.06 2.40 0.02
C -1.02 0.90 -0.22
C -0.09 -0.03 -0.15
N 1.32 0.00 0.10
C 1.50 -0.48 1.46
C 2.07 -0.78 -0.87
C -0.95 -1.65 -0.22
O -0.25 -2.66 -0.13
C -2.26 -1.21 -0.39
C -2.37 0.21 -0.38
O -3.35 0.92 -0.63
H -2.21 2.51 0.06
H -0.61 3.00 -0.88
H -0.50 2.55 0.92
H 1.72 0.93 0.23
H 0.81 -1.36 1.55
H 2.51 -0.69 1.51
H 1.09 0.17 2.24
H 1.90 -1.79 -0.92
H 1.77 -0.45 -1.90
H 3.20 -0.63 -0.94
H -3.23 -1.84 -0.46
```

Summary:
- 2S+1 = 1
- DFT total energy (Ha) = -516.52622
- ΔE to the lowest compared entry with this formula, charge and spin (eV) = 4.690
- structure (SMILES) = CC1=C([NH+](C)C)C(=O)C=C1[O-]
- Kohn-Sham gap (Ha) = 0.273


(2)
ORCA calculation (the ωB97M-V functional and the def2-TZVPD basis) on an isolated molecule of C4H11N3O.

```
19
C4H11N3O the ωB97M-V functional and the def2-TZVPD basis
C 1.18 -0.19 1.34
C 0.88 0.31 -0.07
N 2.08 0.38 -0.83
O 0.11 1.51 -0.07
C -1.15 0.74 -0.61
N -2.24 0.60 0.25
C -0.27 -0.51 -0.82
N -0.66 -1.78 -0.28
H 1.89 0.48 1.81
H 1.60 -1.19 1.30
H 0.27 -0.20 1.95
H 2.92 0.60 -0.31
H 1.93 0.83 -1.73
H -1.44 1.29 -1.51
H -1.98 0.19 1.15
H -2.75 1.46 0.40
H 0.00 -0.63 -1.87
H -1.43 -2.18 -0.80
H -0.93 -1.72 0.70
```

Summary:
- 2S+1 = 1
- DFT total energy (Ha) = -398.49869
- ΔE to the lowest compared entry with this formula, charge and spin (eV) = 1.510
- structure (SMILES) = C[C@]1(N)O[C@H](N)[C@@H]1N
- Kohn-Sham gap (Ha) = 0.359


(3)
ORCA calculation (the ωB97M-V functional and the def2-TZVPD basis) on a 2-piece molecular cluster, H4NO2SSi overall.

```
9
H4NO2SSi the ωB97M-V functional and the def2-TZVPD basis
N 2.29 -1.48 0.33
O -1.28 -1.40 -0.11
O 3.30 0.74 0.25
Si -1.24 0.21 -0.06
S 2.51 -0.20 -0.45
H 1.88 -2.22 -0.18
H -1.87 1.20 -1.15
H -1.71 0.79 1.17
H 0.34 0.73 -0.21
```

Summary:
- 2S+1 = 1
- DFT total energy (Ha) = -895.31531
- ΔE to the lowest compared entry with this formula, charge and spin (eV) = 1.583
- Kohn-Sham gap (Ha) = 0.279
- net charge = -1


(4)
ORCA calculation (the ωB97M-V functional and the def2-TZVPD basis) on C34H52BCaN4P2S as an isolated structure.

```
95
C34H52BCaN4P2S the ωB97M-V functional and the def2-TZVPD basis
Ca 0.41 0.19 -1.51
C 3.42 -4.46 -0.36
C 2.71 -3.51 -1.32
C 1.23 -3.90 -1.39
C 3.30 -3.65 -2.72
P 2.71 -1.72 -0.80
C 2.44 -1.85 1.03
N 1.78 -0.68 1.58
B 0.85 0.18 0.85
N 0.53 1.19 1.84
C -0.30 2.35 1.65
P -0.70 2.67 -0.14
C 0.47 4.08 -0.56
C 1.84 3.40 -0.71
C 0.61 5.19 0.48
C 0.09 4.70 -1.91
C -2.48 3.22 -0.07
C -2.75 4.44 0.80
C -3.26 2.01 0.49
C -3.02 3.48 -1.49
C 1.23 0.97 3.01
C 1.26 1.68 4.20
C 2.09 1.22 5.22
C 2.85 0.07 5.06
C 2.82 -0.66 3.88
C 2.01 -0.19 2.85
C 4.40 -0.93 -0.95
C 4.60 -0.43 -2.39
C 4.42 0.28 -0.01
C 5.57 -1.85 -0.57
H 3.30 -5.49 -0.71
H 3.00 -4.42 0.65
H 4.49 -4.27 -0.28
H 1.15 -4.95 -1.70
H 0.68 -3.31 -2.13
H 0.71 -3.82 -0.43
H 3.11 -4.67 -3.08
H 4.38 -3.50 -2.74
H 2.85 -2.96 -3.43
H 3.37 -2.06 1.57
H 1.82 -2.74 1.17
H 0.20 3.25 2.05
H -1.24 2.27 2.21
H 2.12 2.84 0.19
H 2.61 4.15 -0.90
H 1.87 2.72 -1.57
H 1.12 4.86 1.38
H -0.35 5.62 0.77
H 1.21 6.00 0.06
H -0.16 3.95 -2.66
H 0.94 5.28 -2.28
H -0.75 5.39 -1.81
H -2.30 4.36 1.79
H -3.83 4.56 0.94
H -2.39 5.36 0.33
H -3.19 1.95 1.58
H -2.91 1.06 0.08
H -4.31 2.12 0.24
H -2.57 4.36 -1.95
H -4.09 3.65 -1.42
H -2.85 2.63 -2.15
H 0.66 2.57 4.33
H 2.12 1.76 6.16
H 3.47 -0.27 5.88
H 3.40 -1.56 3.76
H 3.84 0.31 -2.66
H 4.58 -1.23 -3.12
H 5.57 0.06 -2.46
H 3.55 0.93 -0.14
H 5.32 0.86 -0.23
H 4.45 -0.01 1.04
H 5.72 -2.66 -1.27
H 5.44 -2.27 0.43
H 6.49 -1.26 -0.55
S -6.31 -1.52 -1.58
C -4.57 -1.25 -1.66
C -3.65 -1.76 -0.75
C -2.32 -1.43 -0.89
N -1.85 -0.63 -1.86
C -2.74 -0.16 -2.74
C -4.09 -0.43 -2.68
C -6.43 -2.79 -0.36
C -6.91 -2.49 0.91
C -7.01 -3.52 1.84
N -6.66 -4.77 1.59
C -6.21 -5.05 0.37
C -6.09 -4.11 -0.64
H -3.96 -2.40 0.07
H -1.59 -1.80 -0.17
H -2.35 0.48 -3.52
H -4.74 -0.01 -3.43
H -7.20 -1.48 1.17
H -7.38 -3.31 2.84
H -5.95 -6.08 0.18
H -5.73 -4.39 -1.62
```

Summary:
- 2S+1 = 1
- DFT total energy (Ha) = -3329.04704
- ΔE to the lowest compared entry with this formula, charge and spin (eV) = 0.000
- Kohn-Sham gap (Ha) = 0.241
- net charge = +1


(5)
ORCA calculation (the ωB97M-V functional and the def2-TZVPD basis) on an isolated molecule of C5H9NO.

```
16
C5H9NO the ωB97M-V functional and the def2-TZVPD basis
N -3.19 -0.19 -0.23
C -1.85 -0.05 0.21
C -0.78 -0.76 -0.21
C 0.51 -0.01 -0.61
C 1.59 -0.26 0.50
C 2.64 0.83 0.47
O 3.17 1.33 1.43
H -3.64 0.68 -0.42
H -3.22 -0.82 -1.02
H -1.79 0.78 0.90
H -0.90 -1.84 -0.29
H 0.92 -0.42 -1.53
H 0.34 1.06 -0.67
H 1.18 -0.30 1.50
H 2.07 -1.24 0.49
H 2.96 1.21 -0.52
```

Summary:
- 2S+1 = 1
- DFT total energy (Ha) = -325.82788
- ΔE to the lowest compared entry with this formula, charge and spin (eV) = 2.984
- structure (SMILES) = N/C=C/CCC=O
- Kohn-Sham gap (Ha) = 0.321


(6)
ORCA calculation (the ωB97M-V functional and the def2-TZVPD basis) on C4H7DyO3 as an isolated structure.

```
15
C4H7DyO3 the ωB97M-V functional and the def2-TZVPD basis
O 0.30 -1.00 -0.59
O 1.60 0.35 0.62
O 0.16 1.11 -0.83
C 1.02 0.23 -0.42
Dy -1.56 0.59 1.63
C 0.91 -2.12 -0.63
C 0.14 -3.33 -0.64
H 1.97 -2.11 -0.37
H -0.03 -3.64 -1.69
H -0.77 -3.22 -0.04
H 0.77 -4.11 -0.16
C 0.58 2.51 -0.98
H 1.23 2.55 -1.86
H 1.19 2.88 -0.15
H -0.36 3.06 -0.92
```

Summary:
- 2S+1 = 6
- DFT total energy (Ha) = -1265.20162
- <S²> = 9.75
- Kohn-Sham gap (spin up / spin down) (Ha) = 0.171 / 0.357
- net charge = +4


(7)
ORCA calculation (the ωB97M-V functional and the def2-TZVPD basis) on an isolated molecule of C4H6N2O.

```
13
C4H6N2O the ωB97M-V functional and the def2-TZVPD basis
N -2.12 0.63 -0.18
C -0.83 0.29 -0.27
C -0.62 -1.10 -0.04
N 0.74 -1.16 0.35
C 1.29 0.06 0.23
O 2.58 0.23 0.59
C 0.36 1.00 -0.19
H -2.83 1.10 -0.77
H -2.24 -0.46 0.40
H -0.89 -1.82 -0.82
H 1.29 -2.00 0.45
H 2.80 1.16 0.45
H 0.48 2.07 -0.20
```

Summary:
- 2S+1 = 1
- DFT total energy (Ha) = -340.66246
- ΔE to the lowest compared entry with this formula, charge and spin (eV) = 3.604
- structure (SMILES) = Nc1c[nH]c(O)c1
- Kohn-Sham gap (Ha) = 0.294


(8)
ORCA calculation (the ωB97M-V functional and the def2-TZVPD basis) on an isolated molecule of C4H8N2OS.

```
16
C4H8N2OS the ωB97M-V functional and the def2-TZVPD basis
N -0.09 1.54 -1.27
C -0.76 0.74 -0.37
C -0.35 0.87 1.13
C 0.12 -0.30 0.33
N 1.48 -0.40 -0.10
C -0.52 -1.69 0.58
O 0.09 -2.62 -0.10
S -1.91 -2.03 1.36
H -0.59 2.37 -1.60
H 0.22 1.05 -2.13
H -1.76 0.36 -0.59
H -1.15 0.67 1.86
H 0.40 1.64 1.39
H 2.14 -0.49 0.68
H 1.85 0.43 -0.59
H 0.85 -2.14 -0.58
```

Summary:
- 2S+1 = 1
- DFT total energy (Ha) = -740.11676
- ΔE to the lowest compared entry with this formula, charge and spin (eV) = 1.231
- structure (SMILES) = N[C@@H]1C[C@@]1(N)C(O)=S
- Kohn-Sham gap (Ha) = 0.334